Record 1
Molecular formula: C7H19N3
Method: DFT, ωB97M-V/def2-TZVPD

Output
- Net charge: 0
- Electronic energy: -442.24145 a.u.
- Relative energy (zero: lowest compared OMol25 entry of this formula, charge and spin): 3.797 eV
- Orbital gap: 0.28601 Ha
- Structure (SMILES): CC(C)N(C)C.C/N=C/N
- Highest occupied orbital energy: -6.850 eV

Geometry (Å):
C1 -2.836387 0.267897 -0.444341
C2 -1.438921 0.756680 -0.087027
C3 -1.347995 1.074406 1.392190
N1 -0.294498 -0.347387 -0.596193
C4 -0.382028 -0.690444 -2.009795
C5 -0.297694 -1.573546 0.186022
H1 -3.571740 1.037079 -0.202736
H2 -3.080181 -0.642327 0.101405
H3 -2.955876 0.085640 -1.510154
H4 -1.189769 1.650923 -0.660074
H5 -0.416885 1.576009 1.638726
H6 -2.105718 1.817170 1.651681
H7 -1.566159 0.200490 2.003539
H8 -1.258939 -1.298352 -2.267194
H9 -0.378285 0.221330 -2.606937
H10 0.469058 -1.313458 -2.293292
H11 -0.291850 -1.354049 1.249084
H12 0.599557 -2.151884 -0.047361
H13 -1.177912 -2.198730 -0.012090
C6 2.202994 0.230480 2.050422
N2 2.500730 0.791338 0.775437
C7 1.933221 0.446214 -0.347006
N3 2.748245 -0.087350 -1.355894
H14 2.751813 -0.697752 2.250413
H15 2.550565 0.930043 2.815203
H16 1.127515 0.060663 2.226840
H17 1.219697 1.183900 -0.740479
H18 3.603193 -0.509982 -1.021612
H19 2.884250 0.534997 -2.138776

Forces on the atoms, in the same order (eV/Å):
C 0.14 0.22 -0.25
C 1.34 -2.02 -1.19
C 0.04 0.29 -0.24
N -2.20 0.61 1.30
C -0.22 0.22 0.28
C -0.39 0.17 0.09
H 0.00 -0.03 0.21
H -0.07 -0.03 0.04
H 0.11 -0.15 -0.07
H 0.07 -0.07 -0.13
H 0.34 -0.44 0.17
H -0.23 -0.07 -0.23
H 0.31 0.01 0.14
H -0.24 0.18 0.06
H 0.00 -0.01 -0.14
H 0.21 0.25 0.14
H 0.13 0.02 0.08
H -0.02 0.01 -0.03
H -0.03 -0.17 -0.06
C -0.05 0.81 0.89
N -0.72 -2.71 0.40
C 2.86 4.28 -1.32
N -1.02 -0.38 0.11
H -0.12 -0.18 -0.05
H -0.11 -0.03 0.14
H 0.23 -0.04 0.07
H -0.09 -0.75 -0.35
H -0.04 0.26 0.18
H -0.20 -0.26 -0.25

---

Record 2
Molecular formula: C25H54Br3N7O9
Method: DFT, ωB97M-V/def2-TZVPD

Output
- Net charge: 0
- Electronic energy: -9767.21971 a.u.
- Orbital gap: 0.25556 Ha
- Highest occupied orbital energy: -8.462 eV

Geometry (Å):
C1 -0.937610 -0.419370 -2.619921
C2 0.342966 -0.886159 -1.687927
O1 1.556191 -0.649519 -2.539487
C3 0.564385 0.012707 -0.335469
N1 -0.129979 -0.500618 0.903926
Br1 -2.025289 -0.549469 0.755368
C4 0.143637 0.483294 2.060945
O2 -0.634384 0.528484 3.162023
O3 1.260778 1.471712 2.009735
C5 0.290241 -1.877270 1.362297
Br2 -1.065288 -3.284773 0.779092
C6 1.838681 -2.290034 1.023204
C7 2.982721 -1.357320 1.738731
Br3 2.089332 -4.154744 1.813139
H1 -1.123007 0.736291 -2.634409
H2 -1.882228 -1.011560 -2.197464
H3 -0.803189 -0.799322 -3.728752
H4 0.351978 -2.063029 -1.487622
H5 1.503998 0.347120 -2.721268
H6 1.714250 0.201049 -0.224893
H7 0.082962 1.080443 -0.566322
H8 0.202011 -1.870450 2.552808
H9 2.065694 -2.433032 -0.133367
H10 3.862914 -2.071601 2.072121
H11 3.441808 -0.658590 0.891844
H12 2.603858 -0.710690 2.641061
C8 -0.635586 5.799242 2.521485
O4 -1.230545 6.860595 2.385206
N2 -1.042294 4.751323 3.319542
C9 -0.278820 3.525928 3.425754
C10 -2.271075 4.877832 4.076030
H13 0.310002 5.597067 1.991990
H14 -0.903766 2.690545 3.097577
H15 0.012152 3.380149 4.469937
H16 0.620433 3.567069 2.804900
H17 -3.099733 5.050560 3.383125
H18 -2.188479 5.736764 4.748475
H19 -2.460742 3.971605 4.657958
C11 -2.493993 -4.617488 5.173123
O5 -2.707664 -5.711459 5.679673
N3 -3.440122 -3.638938 4.954682
C12 -3.104293 -2.368061 4.348170
C13 -4.813220 -3.887633 5.343184
H20 -1.484615 -4.324068 4.840800
H21 -3.353028 -1.565557 5.048343
H22 -3.686945 -2.249568 3.430178
H23 -2.039071 -2.316231 4.106461
H24 -4.848613 -4.087567 6.418078
H25 -5.180804 -4.768204 4.808165
H26 -5.442761 -3.024834 5.108405
C14 3.831430 -3.904461 -3.163820
O6 3.561483 -3.453946 -2.057844
N4 4.362088 -3.184401 -4.212798
C15 4.653435 -3.794277 -5.493007
C16 4.637561 -1.774012 -4.030864
H27 3.661732 -4.965466 -3.410496
H28 5.720842 -3.682125 -5.703207
H29 4.070419 -3.287076 -6.267006
H30 4.397926 -4.857533 -5.490029
H31 5.349676 -1.653277 -3.209316
H32 3.707595 -1.260243 -3.770148
H33 5.053445 -1.341239 -4.944982
C17 4.893574 2.787728 -0.460625
O7 4.679902 1.693758 0.045924
N5 3.947445 3.766280 -0.679066
C18 4.283274 5.037157 -1.285578
C19 2.574347 3.517584 -0.290565
H34 5.902952 3.081149 -0.792948
H35 4.034539 5.839660 -0.585405
H36 3.700622 5.155649 -2.203571
H37 5.348497 5.088986 -1.527288
H38 2.538954 3.317651 0.784330
H39 2.206763 2.637013 -0.825583
H40 1.944806 4.380383 -0.525342
C20 -4.911666 -3.016218 0.759850
O8 -5.219107 -2.028888 1.415348
N6 -5.612265 -4.202980 0.725277
C21 -5.179974 -5.326569 -0.078739
C22 -6.818434 -4.332097 1.516899
H41 -4.012464 -3.026877 0.122119
H42 -5.968001 -5.571585 -0.796445
H43 -5.000622 -6.182758 0.577773
H44 -4.260286 -5.091678 -0.621701
H45 -7.533815 -3.566157 1.203546
H46 -6.571334 -4.174124 2.570822
H47 -7.260618 -5.323805 1.387090
C23 1.618220 3.277160 -4.074585
O9 1.404548 2.183190 -3.568036
N7 0.672091 4.255711 -4.293026
C24 1.007920 5.526589 -4.899538
C25 -0.701007 4.007015 -3.904525
H48 2.627598 3.570580 -4.406908
H49 0.759184 6.329091 -4.199366
H50 0.425268 5.645080 -5.817531
H51 2.073142 5.578418 -5.141248
H52 -0.736400 3.807082 -2.829630
H53 -1.068590 3.126444 -4.439544
H54 -1.330548 4.869814 -4.139303

Forces on the atoms, in the same order (eV/Å):
C -0.66 -1.41 0.49
C 0.55 -0.10 -1.42
O -1.86 1.67 1.44
C -0.05 1.52 -2.94
N 0.60 0.29 0.23
Br -0.75 1.87 -0.21
C 2.44 7.49 7.57
O 3.38 -2.02 -6.63
O -5.76 -6.36 -1.44
C 1.49 -1.86 2.39
Br 1.84 -0.18 0.28
C 0.40 0.11 -0.46
C 0.69 0.08 -0.83
Br -0.33 1.15 -0.50
H 0.46 -2.22 0.22
H 1.79 1.61 -0.94
H 0.04 0.79 2.36
H -0.23 2.72 -0.38
H 0.35 -1.76 -0.04
H -2.29 -0.69 0.50
H 1.06 -2.33 0.74
H -0.01 0.02 -2.72
H -0.60 0.34 2.54
H -1.98 1.53 -0.63
H -1.08 -1.24 2.00
H 0.64 -1.34 -1.88
C -0.71 -0.55 0.79
O 0.15 -0.58 0.14
N 0.61 1.30 -0.97
C -0.18 0.12 -0.05
C 0.00 0.31 -0.15
H 0.01 -0.15 0.08
H 0.35 0.07 0.18
H 0.07 -0.22 -0.11
H -0.28 0.00 0.15
H -0.07 0.03 0.22
H -0.21 -0.09 -0.01
H 0.16 0.13 -0.18
C -0.81 0.13 0.13
O -0.12 0.82 -0.35
N 1.12 -0.94 0.13
C -0.19 -0.02 -0.02
C 0.11 -0.24 0.10
H -0.06 0.12 -0.04
H 0.12 0.12 -0.20
H 0.11 0.24 0.03
H -0.15 -0.05 0.10
H -0.19 -0.04 -0.12
H -0.14 0.05 0.16
H 0.23 -0.11 -0.01
C 0.22 0.81 -0.20
O 0.22 -0.11 -0.80
N -0.56 -1.02 0.94
C -0.01 0.19 0.17
C -0.14 0.14 0.32
H 0.05 0.03 -0.11
H -0.08 -0.11 -0.19
H 0.12 -0.15 -0.12
H 0.02 0.18 0.08
H -0.08 0.18 -0.09
H 0.18 0.09 0.04
H -0.07 -0.21 0.12
C -0.82 0.01 0.17
O -0.09 0.88 -0.44
N 1.16 -0.77 -0.01
C -0.13 -0.21 0.18
C 0.04 -0.29 0.28
H -0.05 0.11 -0.02
H 0.07 0.12 -0.20
H 0.08 0.22 -0.02
H -0.16 -0.08 0.07
H -0.24 -0.11 -0.16
H -0.13 0.09 0.15
H 0.19 -0.08 -0.03
C -0.74 -0.66 0.19
O 0.11 -0.61 -0.30
N 0.97 1.28 -0.11
C -0.13 0.02 0.13
C -0.03 0.29 0.15
H -0.04 -0.14 -0.05
H 0.17 -0.15 -0.04
H 0.05 -0.06 -0.21
H -0.15 0.04 0.12
H -0.05 -0.13 0.17
H -0.21 -0.03 -0.06
H 0.18 0.19 -0.03
C -0.82 0.63 -0.07
O -0.23 0.53 -0.11
N 1.32 -1.14 0.22
C -0.13 -0.03 0.05
C -0.01 -0.30 0.12
H -0.09 0.06 -0.01
H 0.08 0.09 -0.19
H 0.13 0.18 0.04
H -0.17 -0.09 0.07
H -0.19 0.01 -0.10
H -0.13 0.10 0.13
H 0.22 -0.15 0.03

---

Record 3
Molecular formula: C4H8O2
Method: DFT, ωB97M-V/def2-TZVPD

Output
- Net charge: 0
- Electronic energy: -307.57714 a.u.
- Relative energy (zero: lowest compared OMol25 entry of this formula, charge and spin): 3.682 eV
- Orbital gap: 0.34033 Ha
- Highest occupied orbital energy: -9.199 eV

Geometry (Å):
C1 -0.468448 -0.517828 2.207307
C2 1.014085 -1.198724 -0.554565
O1 1.492839 0.009649 -0.736717
C3 0.739317 0.914884 -1.551375
O2 1.364869 1.760875 -2.106608
C4 -0.745525 0.723416 -1.552895
H1 0.305185 0.255429 2.209065
H2 -1.454306 -0.048584 2.261009
H3 -0.330544 -1.171834 3.071392
H4 1.803166 -1.661146 0.082577
H5 -0.404331 -1.108773 1.287479
H6 -1.002296 -0.307303 -1.802226
H7 -1.174912 1.428610 -2.264677
H8 -1.139100 0.921328 -0.549767

Forces on the atoms, in the same order (eV/Å):
C -0.01 0.01 0.01
C 0.31 0.23 -0.02
O -0.09 -0.31 0.05
C 0.09 0.48 -0.35
O -0.31 -0.45 0.31
C -0.04 0.02 -0.02
H -0.11 -0.12 -0.01
H 0.14 -0.06 0.01
H -0.02 0.10 -0.12
H -0.14 0.04 -0.07
H -0.06 0.08 0.19
H 0.07 0.13 0.03
H 0.07 -0.10 0.11
H 0.10 -0.05 -0.12

---

Record 4
Molecular formula: C2H5Cl4HgO
Method: DFT, ωB97M-V/def2-TZVPD

Output
- Net charge: -1
- Electronic energy: -2148.67540 a.u.
- Relative energy (zero: lowest compared OMol25 entry of this formula, charge and spin): 1.120 eV
- Orbital gap: 0.26326 Ha
- Highest occupied orbital energy: -5.015 eV

Geometry (Å):
Hg1 -4.381947 16.803890 -9.642416
C1 -2.694394 15.358431 -7.119274
O1 -2.710750 16.211579 -8.185371
H1 -3.513971 14.645406 -7.208602
H2 -1.784435 14.782891 -6.949516
H3 -2.872270 15.966469 -6.232283
Cl1 -4.739155 14.687195 -11.226550
Cl2 -7.021875 16.908695 -9.212966
C2 -5.049669 18.808380 -13.408779
Cl3 -5.380825 17.205072 -14.007623
Cl4 -4.977737 18.939685 -11.586727
H4 -4.100646 19.181734 -13.793574
H5 -5.822350 19.439411 -13.847938

Forces on the atoms, in the same order (eV/Å):
Hg -0.61 -2.47 1.12
C -1.76 0.29 0.28
O 0.46 1.50 -2.32
H -0.14 -0.50 0.37
H 0.53 0.03 -0.45
H -0.03 -0.22 0.78
Cl 0.37 0.82 0.31
Cl 1.17 0.38 -0.06
C 0.22 0.47 -0.08
Cl 0.16 -0.27 0.18
Cl -0.29 0.22 -1.21
H 0.04 -0.37 0.26
H -0.12 0.12 0.81

---

Record 5
Molecular formula: C3H5N3S2
Method: DFT, ωB97M-V/def2-TZVPD

Output
- Net charge: 0
- Electronic energy: -1077.75228 a.u.
- Relative energy (zero: lowest compared OMol25 entry of this formula, charge and spin): 5.573 eV
- Orbital gap: 0.28338 Ha
- Highest occupied orbital energy: -8.609 eV

Geometry (Å):
C1 2.640741 0.318862 -0.038991
C2 0.435009 -0.485837 -0.530626
C3 -2.904168 -0.779960 0.280619
H1 -0.496978 1.806951 -0.315110
H2 3.256693 1.301459 0.446744
H3 0.664634 -1.469067 -0.851026
H4 -3.856492 -1.484680 0.217608
H5 -2.925342 0.309290 1.071823
N1 1.319929 0.634139 -0.267080
N2 -0.829507 -0.177525 -0.038662
N3 -1.711498 -1.205186 -0.146760
S1 0.698381 2.319394 0.023129
S2 3.708598 -1.087834 0.148332

Forces on the atoms, in the same order (eV/Å):
C 3.25 1.74 2.81
C -5.48 4.41 3.94
C 1.20 0.03 1.94
H -0.31 0.42 0.15
H -1.97 -2.38 -1.82
H 0.95 -0.54 -0.44
H 2.34 1.59 0.14
H -0.15 -3.29 -2.96
N 1.57 -2.56 -0.71
N 5.43 -1.08 -1.97
N -4.35 1.17 0.32
S 0.61 -1.95 -0.41
S -3.10 2.44 -1.01

---

Record 6
Molecular formula: C6H12O
Method: DFT, ωB97M-V/def2-TZVPD

Output
- Net charge: 0
- Electronic energy: -310.99494 a.u.
- Relative energy (zero: lowest compared OMol25 entry of this formula, charge and spin): 1.750 eV
- Orbital gap: 0.38306 Ha
- Structure (SMILES): C1CCOC1.C=C
- Highest occupied orbital energy: -9.506 eV

Geometry (Å):
C1 -1.278186 -1.185633 1.165188
C2 -0.225322 -1.579906 0.130466
C3 0.412896 -0.229747 -0.172274
O1 0.354822 0.523092 1.047552
C4 -0.523052 -0.135890 1.971252
H1 -1.637825 -2.028954 1.785602
H2 -2.158150 -0.734839 0.667308
H3 -0.640887 -2.071798 -0.769980
H4 0.516327 -2.268956 0.578366
H5 -0.145360 0.308982 -0.961941
H6 1.469875 -0.297806 -0.494142
H7 0.076342 -0.603649 2.775839
H8 -1.178064 0.624585 2.438252
C5 -5.250339 4.543424 -1.506206
C6 -5.936543 3.907461 -2.457124
H9 -4.224950 4.249599 -1.254303
H10 -5.692475 5.377806 -0.949847
H11 -5.494406 3.073070 -3.013481
H12 -6.961933 4.201287 -2.709028

Forces on the atoms, in the same order (eV/Å):
C -0.50 -0.23 0.11
C 0.09 -0.49 -0.26
C 0.34 0.21 -0.27
O -0.15 -0.26 -0.06
C -0.04 0.29 0.38
H 0.23 0.43 -0.31
H 0.40 -0.17 0.20
H 0.19 0.29 0.46
H -0.31 0.32 -0.17
H 0.15 -0.18 0.28
H -0.49 0.00 0.18
H -0.17 0.13 -0.29
H 0.28 -0.36 -0.26
C -0.16 -0.15 -0.22
C 0.16 0.15 0.22
H -0.43 0.16 -0.07
H 0.23 -0.35 -0.21
H -0.23 0.35 0.21
H 0.43 -0.16 0.07